# C23H39N5O

One molecule with the formula C23H39N5O (ωB97M-V/def2-TZVPD, OMol25).

**Energy above the lowest of the compared OMol25 structures with the same formula, charge and spin**: 9.17 kJ/mol
**Strongest force on any atom**: 0.016 Eh/bohr
**E_HOMO**: -8.326 eV

Geometry as XYZ:
```
68
C23H39N5O | OMol25 | ωB97M-V/def2-TZVPD
C -3.598 1.327 0.241
N -2.919 0.906 -0.950
C -1.958 -0.043 -1.049
C -1.600 -0.088 -2.387
C -2.390 0.890 -2.998
N -3.169 1.484 -2.113
H -2.419 1.178 -4.029
H -0.901 -0.748 -2.860
C -1.586 -0.890 0.111
O -2.445 -1.497 0.734
N -0.275 -0.947 0.439
C 0.747 -0.145 -0.201
H 1.716 -0.516 0.137
H 0.701 -0.271 -1.285
C 0.620 1.347 0.138
C 0.840 1.623 1.624
C 0.744 3.125 1.879
C 1.706 3.882 0.965
N 1.392 3.573 -0.414
C 1.621 2.170 -0.678
H 1.475 1.975 -1.740
H 2.644 1.850 -0.403
C 1.908 4.513 -1.389
C 1.198 4.371 -2.755
H 0.770 5.332 -3.043
H 0.383 3.652 -2.701
C 2.282 3.973 -3.756
H 2.425 2.891 -3.759
H 2.044 4.288 -4.771
C 3.531 4.655 -3.206
H 4.452 4.252 -3.627
H 3.493 5.724 -3.421
C 3.423 4.420 -1.702
H 4.003 5.139 -1.125
H 3.788 3.421 -1.463
H 1.688 5.504 -0.980
H 1.589 4.956 1.121
H 2.747 3.611 1.221
H -0.271 3.464 1.669
H 0.974 3.348 2.922
H 0.097 1.093 2.222
H 1.832 1.268 1.916
H -0.381 1.689 -0.136
C 0.117 -1.844 1.506
H -0.762 -2.013 2.130
H 0.889 -1.372 2.115
C 0.606 -3.203 0.969
N 0.256 -4.259 1.897
C -1.112 -4.713 1.709
C -1.521 -5.615 2.868
C -0.587 -6.817 2.943
C 0.852 -6.323 3.039
C 1.167 -5.387 1.875
H 2.189 -5.012 1.975
H 1.099 -5.949 0.924
H 0.983 -5.773 3.972
H 1.549 -7.163 3.031
H -0.833 -7.440 3.805
H -0.704 -7.427 2.043
H -1.456 -5.046 3.797
H -2.555 -5.938 2.732
H -1.772 -3.846 1.657
H -1.212 -5.270 0.758
H 0.160 -3.370 -0.027
H 1.692 -3.183 0.846
H -4.489 1.875 -0.058
H -2.960 1.981 0.842
H -3.873 0.454 0.832
```

# C23H39O2RhSi

C23H39O2RhSi as an isolated structure (ωB97M-V/def2-TZVPD, OMol25).

**Energy above the lowest of the compared OMol25 structures with the same formula, charge and spin**: 241.84 kJ/mol
**Spin multiplicity**: 5
**Strongest force on any atom**: 0.219 Eh/bohr
**E_HOMO (spin up / spin down)**: -4.249 / -8.306 eV

Geometry as XYZ:
```
66
C23H39O2RhSi | OMol25 | ωB97M-V/def2-TZVPD
O -0.557 1.717 -1.710
C 0.446 2.393 -2.567
C -0.578 3.504 -2.928
H 0.668 1.814 -3.551
H 1.445 2.545 -2.056
C -1.583 2.737 -1.918
H -0.868 3.683 -3.988
H -0.196 4.418 -2.446
C -2.807 1.923 -2.389
H -2.507 1.101 -3.067
H -3.621 2.578 -2.782
H -3.097 1.237 -1.548
C -1.792 3.619 -0.655
H -0.881 3.677 0.002
H -2.562 3.128 -0.019
H -2.025 4.703 -0.881
Rh -0.161 0.264 1.543
C 0.160 1.856 2.708
C 1.099 0.856 2.913
C 1.970 0.941 1.780
H 1.257 0.310 3.826
C 1.345 1.694 0.788
C 0.127 2.155 1.360
H -0.533 2.862 0.908
H -0.426 2.378 3.456
H 2.849 0.307 1.624
H 1.460 1.652 -0.299
C -1.319 -0.125 3.040
C -1.807 1.010 2.415
C -1.989 0.765 1.060
H -2.048 1.956 2.880
C -2.065 -0.659 0.937
C -1.655 -1.196 2.158
H -1.448 -2.246 2.367
H -0.985 -0.230 4.064
H -2.274 1.476 0.298
H -2.027 -1.153 -0.028
O -0.446 -0.992 -2.587
C -0.532 -0.374 -3.937
C 0.204 -1.169 -5.051
H 0.035 0.607 -3.911
H -1.516 0.059 -4.168
C 1.088 -2.111 -4.229
H 0.786 -0.453 -5.653
H -0.457 -1.575 -5.840
C 0.677 -1.937 -2.734
H 2.168 -1.967 -4.416
H 0.982 -3.159 -4.510
H 1.455 -1.392 -2.159
H 0.639 -2.941 -2.238
C 0.623 -2.081 4.282
Si 1.359 -2.420 2.547
C 3.197 -2.260 2.968
C 1.015 -4.283 2.387
C 0.866 -1.473 0.984
H 1.086 -2.784 4.994
H -0.462 -2.232 4.341
H 0.861 -1.087 4.679
H 3.453 -2.980 3.765
H 3.847 -2.467 2.109
H 3.424 -1.254 3.344
H 0.035 -4.463 1.916
H 1.796 -4.763 1.771
H 1.016 -4.782 3.376
H 0.132 -1.891 0.299
H 1.650 -1.030 0.376
```

# C23H40Br3ClF7N3O7PS

C23H40Br3ClF7N3O7PS as an isolated structure (ωB97M-V/def2-TZVPD, OMol25).

**Charge**: +1
**Strongest force on any atom**: 0.105 Eh/bohr
**E_HOMO**: -11.961 eV

Geometry as XYZ:
```
86
C23H40Br3ClF7N3O7PS | OMol25 | ωB97M-V/def2-TZVPD
C -4.469 -2.133 3.872
C -5.480 -1.611 2.830
C -5.895 -2.638 1.780
C -4.731 -3.209 0.958
C -3.756 -2.129 0.486
C -3.318 -2.272 -0.998
C -1.815 -1.933 -1.114
C -1.679 -0.420 -1.052
N -0.334 0.246 -0.692
S -0.142 0.042 1.051
O -0.135 -1.344 1.392
O -1.307 0.610 1.653
C 1.214 0.852 2.074
F 0.976 0.274 3.263
F 0.884 2.121 2.297
C 2.766 0.751 1.916
F 3.314 1.643 1.086
F 3.223 1.166 3.122
C 3.447 -0.659 1.688
F 4.037 -0.641 0.486
F 4.433 -0.817 2.575
F 2.611 -1.680 1.824
C 0.755 -0.379 -1.595
C 1.342 -1.707 -1.162
C 1.616 -2.527 -2.450
C 2.396 -3.778 -2.149
N 3.718 -3.480 -1.564
C 1.842 0.630 -2.065
C 3.286 0.136 -2.214
C 3.742 0.050 -3.670
O 4.043 -0.999 -4.202
Cl 3.874 1.545 -4.627
O 1.880 1.716 -1.149
C 0.753 2.573 -1.186
C 0.872 3.611 -0.067
C 0.879 3.399 -2.514
N 2.298 3.663 -2.750
C -0.523 1.678 -1.216
P -2.051 2.614 -0.773
O -3.267 2.050 -1.365
O -2.221 2.936 0.751
O -1.855 4.053 -1.446
H -4.729 -1.707 4.836
H -4.469 -3.214 3.957
H -3.480 -1.738 3.653
H -5.095 -0.687 2.411
H -6.387 -1.326 3.359
H -6.568 -2.131 1.087
H -6.447 -3.422 2.289
H -5.071 -3.864 0.162
H -4.179 -3.849 1.648
H -4.171 -1.126 0.573
H -2.871 -2.117 1.117
H -3.922 -1.635 -1.637
H -3.403 -3.322 -1.254
H -1.313 -2.548 -0.381
H -1.511 -2.287 -2.100
H -2.009 -0.052 -2.015
H -2.460 -0.060 -0.392
H 0.173 -0.635 -2.476
H 0.709 -2.372 -0.589
H 2.289 -1.665 -0.635
H 0.628 -2.844 -2.789
H 2.029 -1.933 -3.260
H 1.835 -4.470 -1.528
H 2.536 -4.310 -3.094
H 4.126 -4.369 -1.300
H 4.308 -3.181 -2.334
H 1.558 0.950 -3.069
H 3.940 0.882 -1.767
H 3.569 -0.824 -1.801
H 0.084 3.617 0.676
H 0.983 4.623 -0.430
H 1.793 3.408 0.473
H 0.468 2.865 -3.376
H 0.363 4.350 -2.431
H 2.353 4.296 -3.535
H 2.713 4.116 -1.946
H -0.664 1.557 -2.287
H -2.696 3.762 0.904
H -2.354 4.060 -2.271
C 4.082 3.757 5.621
Br 2.268 3.953 4.996
Br 5.060 5.407 5.480
Br 4.141 3.037 7.402
H 4.566 3.043 4.971
```

Q: The lowest strongest force on any atom belongs to which entry?
A: C23H39N5O

Q: Number 3 is which compound?
A: C23H40Br3ClF7N3O7PS